No. 1
Computed, not measured: a structure of composition C4H12N2O3 at a distorted geometry, with ωB97M-V/def2-TZVPD.

The calculation puts the maximum force at 2.90 eV/Å. The value obtained for the energy above the lowest of the compared OMol25 structures with the same formula, charge and spin is 350.9 kJ/mol. The net charge is 0. The calculation puts the LUMO energy at 0.505 eV.

The geometry in XYZ format:
```
21
Properties=species:S:1:pos:R:3:forces:R:3:mulliken_charge:R:1
C 0.0184 1.0766 -0.9252 0.3 -0.7 1.9 1.026
C -0.2004 2.5605 -0.6637 0.0 -0.2 -0.3 -1.233
O 1.2787 0.8386 -1.5573 0.2 0.0 -0.2 -0.568
O -0.9928 0.4595 -1.5349 -0.8 -1.7 0.4 -0.683
H 1.1239 0.9494 -2.5042 0.0 0.0 0.0 0.340
H -1.1435 -0.6068 -0.9411 0.7 1.8 -1.1 0.395
H 0.1699 0.5452 0.1201 0.1 1.1 -1.0 -0.272
H 0.6622 2.9947 -0.1616 0.0 0.0 0.0 0.328
H -0.3395 3.0682 -1.6196 0.0 0.1 0.0 0.322
H -1.0993 2.7076 -0.0657 0.0 0.0 0.0 0.305
C -0.2785 -0.8457 2.3600 0.1 0.4 -0.2 -1.392
C -0.0842 -1.1463 0.9003 -0.9 -2.8 0.0 0.847
N 1.4679 -2.0669 -0.6450 0.0 -0.3 0.1 -0.552
O 1.1635 -1.6067 0.6759 -0.2 1.0 -0.3 -0.236
N -1.0579 -1.4787 0.0762 0.7 0.6 0.4 -0.691
H 1.6528 -1.2185 -1.1822 -0.2 0.1 0.1 0.376
H 0.6095 -2.4915 -0.9991 0.0 0.2 0.1 0.333
H -1.9728 -1.3817 0.4993 0.0 0.3 0.2 0.263
H 0.6588 -0.5059 2.7940 0.0 0.1 0.0 0.355
H -0.5799 -1.7560 2.8819 0.0 0.0 -0.2 0.367
H -1.0567 -0.0955 2.4918 0.1 0.0 0.0 0.368
```
Positions in Å, forces in eV/Å.

No. 2
Computed, not measured: a cluster of 2 separate species, C9H14 in total at a distorted geometry, with ωB97M-V/def2-TZVPD.

The calculation puts the maximum force at 6.37 eV/Å. The value obtained for the energy above the lowest of the compared OMol25 structures with the same formula, charge and spin is 221.4 kJ/mol. The net charge is 0. The calculation puts the LUMO energy at 0.987 eV. The structure (SMILES) is Cc1ccccc1.CC.

The geometry in XYZ format:
```
23
Properties=species:S:1:pos:R:3:forces:R:3:mulliken_charge:R:1
C -1.9847 -0.1952 3.4101 -0.7 -1.4 0.5 -0.763
C -2.4747 1.2133 3.7197 1.0 0.2 -0.4 -0.835
H -1.2487 -0.3149 2.6626 1.0 0.6 -1.0 0.196
H -1.5535 -0.7551 4.2483 -0.3 0.2 0.1 0.313
H -2.8261 -0.8000 2.9917 0.5 0.3 0.6 0.241
H -3.5090 1.1130 3.5614 -1.5 0.9 -1.6 0.272
H -1.9050 2.0415 3.1733 -1.3 -1.1 0.9 0.257
H -2.6357 1.4162 4.7617 1.3 0.3 0.9 0.321
C 3.2038 -0.8666 -1.1056 -4.8 1.7 -3.8 -1.621
C -0.9367 0.5246 -1.1730 -1.4 2.0 -1.4 -0.397
C -0.6767 -0.7448 -0.7010 -1.7 -0.4 0.4 -0.254
C 0.0217 1.1473 -2.0102 -1.3 -0.5 1.1 -0.404
C 0.5849 -1.3146 -0.7957 0.1 0.2 0.4 -0.528
C 1.3049 0.6457 -1.9608 0.9 1.7 -0.3 -0.392
C 1.5916 -0.5241 -1.2725 4.1 0.4 -0.9 0.739
H -1.9506 1.1192 -1.0168 2.0 -1.9 -0.4 0.243
H -1.5890 -1.2580 -0.3496 1.0 -0.1 0.3 0.379
H -0.3244 1.9445 -2.6644 0.5 0.3 0.4 0.367
H 0.8755 -2.2746 -0.4163 -0.4 -0.5 0.2 0.392
H 2.1187 1.3436 -2.3117 -0.8 -1.3 0.0 0.195
H 3.4584 -1.7673 -1.4823 0.2 -3.5 -1.1 0.457
H 3.4160 -0.8546 -0.1576 1.3 0.3 5.4 0.419
H 3.8683 -0.2665 -1.6666 0.2 1.6 -0.4 0.404
```
Positions in Å, forces in eV/Å.

No. 3
Computed, not measured: the molecule C21H25N3O3, with ωB97M-V/def2-TZVPD.

The calculation puts the maximum force at 0.54 eV/Å. The value obtained for the energy above the lowest of the compared OMol25 structures with the same formula, charge and spin is 30.8 kJ/mol. The net charge is 0. The calculation puts the LUMO energy at 0.577 eV. The structure (SMILES) is COc1ccc(CNC(=O)[C@H](C)NC(=O)[C@@H]2Cc3ccccc3CN2)cc1.

The geometry in XYZ format:
```
52
Properties=species:S:1:pos:R:3:forces:R:3:mulliken_charge:R:1
C -5.0805 -0.6195 1.7963 0.0 -0.1 0.2 -0.791
H -4.4227 -1.4914 1.8795 0.0 0.0 0.0 0.275
O -4.9030 0.0499 0.5722 0.1 0.2 -0.3 -0.480
C -3.6848 0.6029 0.3047 0.0 0.0 -0.1 0.909
C -2.5721 0.5249 1.1333 -0.3 -0.2 0.1 -0.499
C -1.3789 1.1136 0.7494 0.1 0.2 -0.2 -0.504
C -1.2644 1.7788 -0.4615 0.0 0.0 0.1 0.383
C -2.3848 1.8640 -1.2810 0.0 0.0 0.2 -0.449
C -3.5795 1.2877 -0.9070 -0.2 -0.1 0.1 -0.786
H -4.4516 1.3485 -1.5389 -0.1 0.0 -0.1 0.410
H -2.3197 2.3904 -2.2224 0.0 0.0 -0.1 0.446
C 0.0392 2.4027 -0.8857 0.1 0.3 0.0 -1.386
N 1.1844 1.6527 -0.4205 -0.3 -0.2 -0.2 0.191
C 2.0915 2.1806 0.4189 0.2 -0.5 0.0 0.533
O 2.1289 3.3543 0.7203 0.1 0.4 0.2 -0.711
C 3.1622 1.2096 0.9542 0.0 0.3 0.3 0.383
N 2.8441 -0.1909 0.7559 0.4 0.2 -0.1 -0.115
C 1.8712 -0.8017 1.4591 0.0 -0.5 -0.2 0.428
O 1.1742 -0.2006 2.2547 -0.1 0.2 0.2 -0.702
C 1.6573 -2.3121 1.2291 0.1 -0.1 0.4 0.152
N 0.2671 -2.6386 1.5164 -0.1 0.2 0.3 -0.363
H -0.0706 -1.9233 2.1579 0.0 -0.1 -0.1 0.402
C -0.6123 -2.7311 0.3496 0.0 -0.4 -0.1 -1.574
C -0.1550 -1.9492 -0.8494 0.0 0.0 0.0 1.623
C -1.0086 -1.2287 -1.6678 0.1 -0.1 0.0 -0.684
C -0.5079 -0.5662 -2.7765 0.0 0.0 -0.1 -0.697
C 0.8456 -0.6100 -3.0642 0.0 0.0 -0.1 -0.749
C 1.7061 -1.3235 -2.2448 0.0 -0.1 0.0 -0.440
C 1.2070 -2.0042 -1.1462 0.0 -0.1 -0.1 0.459
C 2.0432 -2.7814 -0.1772 -0.1 0.1 0.2 -1.867
H 1.8002 -3.8456 -0.2474 0.1 0.0 0.0 0.505
H 3.1125 -2.6759 -0.3665 0.0 0.0 0.0 0.447
H 2.7627 -1.3652 -2.4728 0.1 0.0 0.0 0.403
H 1.2343 -0.0899 -3.9270 0.0 0.1 -0.1 0.400
H -1.1792 -0.0138 -3.4158 -0.1 0.1 -0.1 0.436
H -2.0635 -1.1869 -1.4435 -0.2 0.1 0.1 0.588
H -1.6201 -2.4313 0.6391 0.0 0.0 0.0 0.414
H -0.6532 -3.7936 0.0620 -0.2 0.2 0.0 0.260
H 2.2756 -2.8253 1.9825 0.0 0.1 -0.2 0.342
H 3.4025 -0.7009 0.0926 -0.1 -0.1 0.1 0.320
C 4.4997 1.5391 0.3035 -0.1 0.0 0.1 -1.730
H 4.7174 2.5928 0.4525 0.0 0.0 0.0 0.438
H 5.2995 0.9480 0.7448 0.1 0.0 0.0 0.394
H 4.4569 1.3433 -0.7669 0.0 0.0 -0.1 0.424
H 3.2126 1.4016 2.0339 0.0 0.0 -0.2 0.355
H 1.1749 0.6595 -0.5963 0.1 0.0 0.1 -0.176
H 0.1414 3.4078 -0.4611 0.0 -0.1 -0.2 0.480
H 0.0749 2.4818 -1.9784 -0.1 0.1 0.1 0.355
H -0.5288 1.0442 1.4112 0.1 0.0 0.0 0.493
H -2.6167 0.0149 2.0828 -0.1 -0.1 0.1 0.474
H -6.1175 -0.9517 1.8030 0.1 0.0 0.0 0.246
H -4.9084 0.0464 2.6479 0.0 0.0 0.0 0.332
```
Positions in Å, forces in eV/Å.